Record 1
15
Properties=species:S:1:pos:R:3:forces:R:3 method="wB97M-V/def2-TZVPD" e_tot_ev=-7830.4307 homo_lumo_gap_ev=10.21 lumo_energy_ha=0.0331 homo_ev=-9.31 smiles="CCC(=O)NC"
C 1.99795 0.59913 -0.14658 2.804 -0.107 -1.340
C 1.04734 0.31142 1.00404 0.811 -4.107 1.029
C -0.24945 -0.53313 0.72076 -1.818 3.129 -1.308
O -0.95482 -0.86437 1.63641 0.143 -1.213 0.976
N -0.81197 -0.40383 -0.56499 1.176 -0.499 0.181
C -2.26909 -0.50324 -0.87520 -0.183 -0.826 2.937
H 3.02165 0.40174 0.26829 -0.627 0.597 -0.207
H 2.09315 -0.18224 -1.00457 -1.052 1.331 1.285
H 2.09849 1.66678 -0.58526 -0.770 -1.769 0.742
H 0.73196 1.15551 1.57855 -0.292 0.646 0.069
H 1.60302 -0.40140 1.82789 -1.204 1.811 -1.991
H -0.18479 0.12606 -1.17595 -0.874 -0.420 -0.049
H -2.90946 -1.08865 -0.05767 2.016 0.609 -1.957
H -2.53158 -0.73578 -1.88380 0.391 -0.923 -0.577
H -2.68241 0.45199 -0.74194 -0.521 1.742 0.210


Record 2
15
Properties=species:S:1:pos:R:3:forces:R:3 method="wB97M-V/def2-TZVPD" e_tot_ev=-7829.2463 homo_lumo_gap_ev=10.11 lumo_energy_ha=0.0397 homo_ev=-9.03 smiles="C=NC.CC=O"
C -1.68576 1.17807 -1.65250 0.623 -0.663 1.030
N -1.58731 0.16057 -0.89544 0.860 -0.420 -0.972
C -2.12158 -0.09474 0.41477 -1.155 -0.209 0.059
H -1.18717 1.05523 -2.65087 -0.656 0.517 0.845
H -2.09647 2.17029 -1.33741 -0.044 -0.664 -0.341
H -2.51747 -1.11656 0.47170 -0.019 -0.039 -0.686
H -3.00461 0.52081 0.58675 0.146 0.473 0.658
H -1.43212 -0.17646 1.26827 0.303 1.011 -0.570
C 2.47526 -0.43764 -0.01488 0.378 0.055 -2.455
C 1.92120 -0.73196 1.30423 -0.161 -0.263 0.247
O 1.42535 0.18815 1.91210 -0.082 -1.123 0.843
H 3.41902 0.13171 0.08171 -0.108 -0.605 0.082
H 1.78143 0.37125 -0.39997 0.644 -1.282 -0.274
H 2.63018 -1.37947 -0.69067 -0.405 1.965 1.094
H 1.98005 -1.83924 1.60223 -0.324 1.248 0.439


Record 3
15
Properties=species:S:1:pos:R:3:forces:R:3 method="wB97M-V/def2-TZVPD" e_tot_ev=-7829.2659 homo_lumo_gap_ev=9.83 lumo_energy_ha=0.0346 homo_ev=-8.88 smiles=CC[C@@]1([O-])C[NH2+]1
C -0.05003 -1.99092 -0.15711 -0.055 0.106 0.108
C 0.46963 -0.78890 0.62924 -0.125 -0.135 -0.193
C -0.39251 0.43351 0.45735 -1.714 -0.432 1.229
O -1.68042 0.37486 0.40274 2.059 -0.327 0.780
C 0.22879 1.78492 0.31089 -1.047 -0.731 -0.219
N -0.16192 1.39640 -1.06760 -1.343 0.206 -0.044
H -1.09313 -2.17510 0.09571 0.016 -0.011 -0.014
H 0.53021 -2.88467 0.07236 0.008 0.016 -0.017
H 0.00734 -1.80245 -1.23026 0.012 0.006 0.025
H 0.46302 -1.01792 1.70026 0.032 0.060 -0.005
H 1.49987 -0.55562 0.34832 -0.052 0.037 0.081
H -0.34869 2.61202 0.72457 0.263 0.018 0.029
H 1.30680 1.84245 0.43836 -0.109 0.019 0.002
H 0.51801 1.62547 -1.78522 -0.745 -0.091 -0.287
H -1.29697 1.14596 -0.93961 2.800 1.259 -1.474


Record 4
15
Properties=species:S:1:pos:R:3:forces:R:3 method="wB97M-V/def2-TZVPD" e_tot_ev=-7828.6090 homo_lumo_gap_ev=9.34 lumo_energy_ha=0.0358 homo_ev=-8.37
C -2.23699 0.66295 -1.05506 -0.383 0.184 -0.233
O -1.12400 0.14617 -0.38685 0.221 -0.171 0.123
C 0.01921 0.97575 -0.49301 0.168 0.529 -0.471
C 1.23786 0.47337 0.20569 -0.915 0.367 -0.564
C 1.89528 -1.24894 1.61626 3.382 -0.400 -0.732
N 0.98792 -0.69558 0.69493 -0.496 0.540 0.295
H -2.03959 0.79003 -2.13198 -0.035 -0.033 0.183
H -2.53892 1.63917 -0.64204 0.054 -0.163 -0.064
H -3.05657 -0.04739 -0.92366 0.075 0.122 -0.045
H -0.19505 1.97604 -0.08164 -0.014 -0.109 -0.079
H 0.29217 1.11976 -1.55137 -0.100 0.058 0.055
H 2.86717 -0.56117 1.41572 -2.169 -1.668 1.468
H 1.45284 -1.36282 2.60804 0.450 0.573 0.134
H 2.16451 -2.26304 1.28584 0.058 0.060 0.169
H 0.08198 -1.14590 0.63292 -0.297 0.113 -0.239


Record 5
15
Properties=species:S:1:pos:R:3:forces:R:3 method="wB97M-V/def2-TZVPD" e_tot_ev=-7829.3391 homo_lumo_gap_ev=10.25 lumo_energy_ha=0.0275 homo_ev=-9.50 smiles="[H]/N=C(/C)CCO"
H -2.41858 -1.45319 0.06208 0.074 0.179 0.258
N -2.25940 -0.63640 -0.52889 -0.148 0.087 0.002
C -1.16302 -0.04680 -0.27448 0.181 -0.564 -0.784
C -0.72538 1.03719 -1.21995 -0.162 0.307 0.318
C -0.17709 -0.53736 0.73713 1.046 -1.894 -0.838
C 1.09427 0.18381 0.95780 2.072 -0.847 -1.398
O 1.97809 -0.67955 -0.06682 0.281 1.943 1.353
H 0.23911 0.79044 -1.66578 0.029 -0.042 0.019
H -1.47282 1.16007 -1.99895 0.011 -0.009 0.023
H -0.60917 1.98074 -0.68204 0.049 0.099 -0.081
H 0.59130 -1.39110 0.16709 -3.382 0.726 1.426
H -0.65457 -0.84499 1.66763 0.022 -0.289 -0.189
H 1.16454 1.22129 0.63728 0.102 -0.080 0.060
H 1.53352 0.01303 1.94265 -0.151 0.178 -0.139
H 2.87919 -0.79717 0.26526 -0.022 0.208 -0.030


Record 6
15
Properties=species:S:1:pos:R:3:forces:R:3 method="wB97M-V/def2-TZVPD" e_tot_ev=-7829.1358 homo_lumo_gap_ev=8.15 lumo_energy_ha=0.0219 homo_ev=-7.55 smiles="C=CC(=C)N.O"
C 1.74614 0.38467 -1.17791 1.565 -2.348 0.570
C 0.84139 -0.16194 -0.30811 -1.184 1.558 -1.727
C -0.02775 0.73058 0.60866 6.193 2.087 -0.298
C 0.48830 1.80299 1.30983 -1.399 -1.086 0.347
N -1.29967 0.49196 0.51381 -5.736 -0.581 -0.895
H 2.36751 -0.38805 -1.79240 -1.484 1.481 0.683
H 2.22862 1.38718 -1.18636 -0.919 -0.669 0.414
H 0.33277 -1.12685 -0.63973 1.224 1.036 1.001
H 1.49800 2.10797 1.53705 0.261 -0.672 -0.511
H -0.22993 2.33284 1.94992 0.086 0.009 -0.437
H -1.98140 1.23380 0.69220 0.851 -0.097 0.674
H -1.65493 0.09269 -0.34984 0.670 -0.554 0.228
O -1.30064 -2.56208 -0.44885 -0.141 0.387 -0.250
H -2.10193 -3.01238 -0.66237 -1.521 0.184 -0.733
H -0.90648 -3.31338 -0.04589 1.535 -0.735 0.933


Record 7
15
Properties=species:S:1:pos:R:3:forces:R:3 method="wB97M-V/def2-TZVPD" e_tot_ev=-7823.8543 homo_lumo_gap_ev=5.00 lumo_energy_ha=-0.1190 homo_ev=-8.24
C 0.88798 -1.63872 0.75916 -0.181 0.598 -0.053
N -0.46078 -1.12960 0.85489 -0.029 0.338 -0.509
C 0.02720 0.10167 1.40854 -0.268 0.147 -0.304
C 1.45004 -0.25990 1.02321 0.673 -0.623 0.722
C 1.84788 0.40688 -0.31415 0.242 0.075 -0.704
O 2.93650 -0.11186 -0.78372 0.105 -0.238 0.051
H 1.11440 -2.41781 1.48957 0.007 -0.219 0.122
H 1.08464 -2.01791 -0.24875 0.109 -0.401 0.039
H -6.51050 2.27748 -4.39346 0.032 0.010 -0.053
H -6.88749 2.16270 -3.76766 -0.032 -0.010 0.053
H -0.42237 0.97912 0.93653 -0.300 0.083 0.244
H -0.13193 0.20206 2.49457 0.204 -0.292 -0.036
H 2.26341 -0.20192 1.73849 0.054 0.287 0.129
H 1.85146 1.50538 -0.23329 -0.162 0.315 0.047
H 0.94956 0.14243 -0.96393 -0.455 -0.069 0.251


Record 8
15
Properties=species:S:1:pos:R:3:forces:R:3 method="wB97M-V/def2-TZVPD" e_tot_ev=-7830.2306 homo_lumo_gap_ev=10.98 lumo_energy_ha=0.0366 homo_ev=-9.98 smiles=CC[C@H]1O[C@H]1N
C 0.50580 0.14714 -2.12099 0.092 0.028 -0.085
C 0.44803 0.71145 -0.70101 0.064 0.075 0.063
C -0.63830 -0.01087 0.02770 -0.109 0.170 -0.172
O -0.27538 -1.40302 0.25934 -0.686 0.217 -0.411
C -0.62637 -0.58745 1.35524 -0.213 0.229 0.079
N 0.34226 -0.30702 2.35281 -0.206 -0.140 0.016
H 1.31202 0.61880 -2.68577 -0.046 -0.077 -0.036
H -0.43496 0.31984 -2.66048 0.172 -0.026 0.130
H 0.68374 -0.93193 -2.07732 -0.004 0.181 -0.083
H 1.38684 0.52063 -0.17982 0.054 0.174 -0.056
H 0.25406 1.78937 -0.74051 0.045 -0.094 0.147
H -1.65459 0.25730 -0.30053 0.274 -0.711 -0.430
H -1.63079 -0.85366 1.68329 0.007 0.009 0.409
H 0.09957 -0.92263 3.11718 0.446 0.129 0.413
H 0.22807 0.65205 2.67087 0.110 -0.165 0.015